(1)
48
Properties=species:S:1:pos:R:3:forces:R:3:lowdin_charge:R:1 method="wB97M-V/def2-TZVPD" relative_energy_kcal_mol=2.5 largest_force_ha_per_bohr=0.0229
N -4.125788 -3.348783 2.759072 -0.015 -0.548 0.390 0.165
C -4.074786 -2.436075 2.064987 -0.041 -0.235 0.229 -0.321
N -3.962996 -1.408298 1.251872 -0.104 0.992 -0.621 0.130
C -2.908811 -1.229354 0.319522 -0.046 0.311 -0.122 -0.357
N -2.805221 -0.227975 -0.437118 0.198 -0.204 -0.083 0.087
C -3.716545 0.884108 -0.402696 -0.214 0.125 0.028 -0.243
H -4.709383 0.583248 -0.768710 0.020 0.055 0.084 0.121
C -3.188647 2.013834 -1.293588 0.110 -0.127 0.121 -0.189
C -1.708745 2.319070 -1.061739 -0.269 0.054 0.210 -0.217
C -1.382224 2.729883 0.372126 0.226 0.041 -0.272 -0.209
C 0.104285 3.019009 0.574492 0.085 -0.294 0.084 -0.166
H 0.427987 3.823267 -0.087546 0.036 0.076 0.005 0.119
H 0.275773 3.344294 1.602207 0.045 0.035 -0.005 0.118
C 0.968213 1.784710 0.326082 -0.287 0.107 -0.062 -0.211
H 0.519448 0.909675 0.818751 0.035 0.006 -0.079 0.136
O 2.253931 2.032839 0.860559 0.117 0.126 0.073 -0.039
C 3.210755 1.080794 0.705677 0.265 -0.152 0.007 -0.265
C 4.468560 1.381357 1.234153 -0.247 0.047 -0.053 -0.004
C 5.509022 0.483612 1.128136 -0.063 -0.065 -0.053 -0.106
C 5.303270 -0.729443 0.486235 -0.221 0.072 -0.026 -0.686
C 4.065615 -1.043422 -0.042881 0.258 0.013 0.092 -0.100
C 3.020629 -0.142110 0.070209 -0.268 0.240 0.030 -0.011
H 2.065698 -0.413592 -0.349049 -0.117 0.008 -0.015 0.077
H 3.902204 -1.981553 -0.549790 0.014 -0.091 -0.057 0.093
Cl 6.608752 -1.856416 0.349179 0.214 -0.180 -0.021 0.655
H 6.478039 0.720795 1.538167 0.091 0.006 0.030 0.104
H 4.606074 2.331445 1.725195 0.025 0.118 0.064 0.118
H 1.047197 1.577840 -0.748199 -0.001 -0.071 0.086 0.127
H -1.671411 1.928601 1.053941 -0.083 -0.022 0.113 0.103
H -1.956150 3.621515 0.634822 -0.072 -0.016 0.070 0.117
H -1.406850 3.118437 -1.741593 0.084 -0.005 -0.059 0.119
H -1.140424 1.425634 -1.312993 0.085 0.002 -0.106 0.079
H -3.318109 1.725067 -2.337830 -0.098 0.019 -0.036 0.110
H -3.792756 2.904707 -1.110187 -0.043 0.049 -0.071 0.111
H -3.839428 1.263023 0.623005 -0.034 -0.009 -0.016 0.112
N -2.008690 -2.257873 0.342345 -0.336 -0.564 0.584 0.135
C -0.839698 -2.408024 -0.383580 0.417 0.058 -0.311 -0.222
C -0.482660 -1.592722 -1.455752 -0.059 0.040 0.000 -0.009
C 0.716508 -1.849665 -2.098709 -0.158 0.008 0.018 -0.158
N 1.546978 -2.822626 -1.761626 0.530 -0.010 -0.339 0.050
C 1.198894 -3.600535 -0.750109 -0.224 -0.123 0.263 -0.152
C 0.028309 -3.444279 -0.031842 -0.055 0.125 -0.068 -0.003
H -0.210247 -4.107730 0.786245 0.007 -0.079 0.097 0.111
H 1.897151 -4.388730 -0.501981 -0.005 -0.101 0.106 0.109
H 1.032016 -1.239555 -2.935238 -0.069 0.119 -0.060 0.112
H -1.135035 -0.795166 -1.763553 0.063 0.016 -0.066 0.080
H -2.180720 -2.974753 1.037159 0.102 0.077 -0.152 0.125
H -4.689979 -0.708092 1.262148 0.101 -0.049 -0.033 0.142

---

(2)
49
Properties=species:S:1:pos:R:3:forces:R:3:lowdin_charge:R:1 method="wB97M-V/def2-TZVPD" smiles="Cc1cc(O[C@@H](C)C(=O)N(Cc2ccco2)[C@@H]2CCS(=O)(=O)C2)ccc1Cl" relative_energy_kcal_mol=414.3 largest_force_ha_per_bohr=0.3550
C -3.164949 -0.410826 -2.508114 1.607 0.138 -5.448 -0.146
C -2.975276 -0.373059 -1.104071 -4.203 1.459 3.701 -0.275
C -1.931629 -0.906573 -0.457200 1.629 -2.748 -2.022 0.013
C -1.937824 -0.982016 0.927642 -4.044 2.384 -3.967 -0.494
C -2.939121 -0.442921 1.531468 -4.315 3.658 8.356 -0.034
C -4.056708 0.280545 1.085253 -0.114 -0.149 1.296 -0.126
C -4.166900 0.192793 -0.181589 2.023 0.278 -9.541 -0.427
Cl -5.400591 1.159544 -1.267646 1.187 -1.187 1.780 0.509
H -4.805255 0.926460 1.500180 0.104 -0.206 1.507 0.119
H -2.841161 -0.279667 2.748492 0.085 -0.919 -3.072 0.192
O -1.036316 -1.283419 1.713319 7.834 -5.833 1.065 0.048
C -0.211245 -2.356311 1.037147 1.905 -3.402 5.316 -0.139
C -0.814503 -3.935949 0.694863 -10.523 14.478 3.597 0.114
H -1.542103 -3.510996 0.052459 -0.569 -1.448 -1.873 0.075
H -1.363005 -4.128153 1.566910 -0.833 -0.556 1.441 0.076
H -0.190537 -4.531026 0.602554 10.530 -9.595 -2.826 -0.050
C 0.773325 -2.152097 -0.008260 1.056 9.980 2.048 -0.403
O 0.790547 -2.743652 -0.974488 1.130 -4.544 -5.661 0.155
N 1.557113 -0.736604 -0.011025 -3.597 -3.392 4.930 0.010
C 1.354741 0.102024 1.305653 -1.643 -1.681 -4.626 -0.046
C 0.230979 1.058704 0.973294 -0.991 3.000 4.655 -0.047
C -0.513678 1.868604 2.166760 1.579 -3.577 -15.294 0.135
C -1.321728 2.707480 1.367863 9.239 -6.349 0.286 -0.091
C -1.198184 2.369993 0.168636 0.321 1.047 -13.286 -0.157
O -0.169597 1.568002 -0.409864 -0.045 -1.680 8.808 0.004
H -1.525424 2.712578 -0.901300 -1.045 0.382 2.821 0.176
H -2.003114 3.099212 1.734719 -11.230 7.549 5.486 0.007
H -0.218336 1.880285 3.038418 2.594 -0.245 8.753 0.011
H 2.261491 0.540748 1.407457 2.632 2.083 0.687 0.036
H 1.252700 -0.555280 2.175441 -0.666 0.224 -0.384 0.133
C 2.277489 -0.408526 -1.173032 -1.341 -7.460 -1.738 -0.446
C 2.702005 0.890271 -1.329981 0.904 1.848 5.048 -0.123
H 3.006375 1.224884 -2.206636 1.295 1.373 -4.047 0.074
H 2.030450 1.515630 -0.803125 -0.335 1.400 0.144 0.093
S 4.288482 0.870136 -0.282223 4.257 7.575 1.252 0.899
O 4.191592 1.748340 1.046246 -0.213 -3.481 -4.472 -0.423
O 5.385230 1.471072 -1.296620 -3.845 -3.097 3.453 -0.418
C 4.497696 -0.855805 0.155812 -2.416 0.233 -4.052 -0.142
C 3.521793 -1.349073 -1.139770 -0.949 0.694 4.353 -0.093
H 3.154928 -2.309075 -0.904195 -0.142 -1.201 0.060 0.084
H 4.072595 -1.378172 -1.984433 1.943 0.129 -2.838 0.077
H 4.075581 -1.067456 1.142216 0.596 -0.078 -0.365 0.100
H 5.435736 -1.181193 -0.269296 0.661 0.044 1.137 0.094
H 1.602310 -0.920119 -1.967021 1.114 1.435 0.302 0.190
H 0.496179 -2.591098 1.886169 -0.683 0.124 -0.327 0.165
H -1.196091 -1.581612 -1.030578 -1.094 1.750 0.553 0.152
H -2.309559 -1.092362 -2.967595 -1.241 1.777 0.734 0.115
H -4.024076 -1.013722 -2.862468 -0.102 0.848 0.490 0.079
H -3.164951 0.689536 -3.108029 -0.045 -3.066 1.782 0.145

---

(3)
50
Properties=species:S:1:pos:R:3:forces:R:3:lowdin_charge:R:1 method="wB97M-V/def2-TZVPD" smiles="C=CCn1c(N)cc(=O)nc1SCC(=O)N1CCN(c2ccc(F)cc2)CC1" largest_force_ha_per_bohr=0.0106
C 4.601047 3.908211 1.194932 -0.023 0.083 -0.024 0.028
C 5.193484 2.852175 1.720162 0.027 -0.164 0.083 -0.156
C 4.542333 1.520925 1.969728 0.371 -0.017 -0.014 -0.185
N 3.125684 1.498182 1.683722 -0.130 0.111 0.242 -0.022
C 2.619757 0.957297 0.538674 -0.093 -0.103 -0.432 -0.555
N 1.379382 0.838244 0.264202 -0.188 0.072 -0.194 0.140
C 0.393315 1.238705 1.158990 0.293 0.157 0.268 -0.472
O -0.781113 1.059168 0.886687 -0.240 0.133 0.096 0.028
C 0.880786 1.878152 2.356619 0.005 0.030 -0.031 0.057
C 2.213472 2.005357 2.589523 -0.517 -0.030 0.071 -0.304
N 2.723511 2.561312 3.738401 0.151 -0.104 0.079 0.151
H 2.033555 3.013493 4.317218 0.069 -0.009 -0.047 0.109
H 3.588566 3.072729 3.653872 -0.068 0.092 -0.011 0.085
H 0.159919 2.260690 3.060030 -0.022 0.092 0.112 0.115
S 3.755574 0.379063 -0.669199 0.379 0.019 -0.313 1.036
C 2.536285 -0.432640 -1.729802 0.131 0.274 0.452 -0.348
H 1.905997 0.342252 -2.154423 -0.015 -0.140 -0.075 0.067
H 3.105169 -0.947154 -2.504899 0.012 0.014 0.001 0.093
C 1.776914 -1.442811 -0.867572 0.053 -0.189 -0.327 -0.559
O 2.357880 -2.054263 0.010416 0.164 -0.167 0.137 0.021
N 0.487692 -1.665417 -1.177724 -0.211 -0.226 -0.081 -0.042
C -0.305770 -0.859822 -2.084559 -0.144 0.272 -0.250 -0.128
H -0.521819 0.111021 -1.620108 0.024 -0.007 -0.092 0.126
C -1.619830 -1.574254 -2.406258 0.165 -0.042 -0.210 -0.139
N -2.403173 -1.787544 -1.212182 0.373 -0.002 0.034 -0.093
C -3.751966 -1.534207 -1.183863 -0.379 -0.039 -0.021 -0.228
C -4.527303 -1.668146 -2.344919 0.121 0.057 0.062 -0.026
C -5.890501 -1.453800 -2.323178 -0.244 0.124 0.212 -0.019
C -6.501273 -1.113295 -1.131592 0.088 -0.014 0.033 -0.292
C -5.770991 -0.980561 0.033826 -0.347 -0.020 -0.251 -0.014
C -4.406570 -1.186874 0.005932 0.210 -0.038 -0.106 -0.015
H -3.843399 -1.049182 0.913197 0.095 0.017 0.104 0.103
H -6.269836 -0.707184 0.950409 -0.064 0.033 0.083 0.116
F -7.843191 -0.908284 -1.106381 0.081 -0.010 0.001 0.034
H -6.482095 -1.558660 -3.219240 -0.077 -0.013 -0.075 0.115
H -4.066157 -1.963676 -3.274114 0.059 -0.051 -0.071 0.102
C -1.631853 -1.885696 0.011154 0.083 -0.017 0.150 -0.139
H -2.171180 -2.522135 0.717736 0.054 0.005 0.002 0.129
C -0.288205 -2.529440 -0.304437 -0.099 -0.213 0.375 -0.102
H 0.290585 -2.683198 0.608645 -0.128 -0.012 -0.131 0.126
H -0.439311 -3.502168 -0.787171 -0.003 0.020 0.123 0.134
H -1.465331 -0.900436 0.468043 -0.054 -0.202 0.022 0.100
H -1.397163 -2.530620 -2.902877 -0.008 0.130 -0.107 0.129
H -2.179421 -0.948779 -3.106170 0.075 -0.056 0.034 0.121
H 0.236301 -0.705304 -3.020648 -0.089 0.023 0.050 0.123
H 4.692139 1.217242 3.012511 0.007 -0.043 -0.180 0.134
H 5.024902 0.767925 1.337229 -0.059 0.015 0.250 0.084
H 6.235905 2.885727 2.004986 0.161 0.086 0.010 0.104
H 5.130508 4.830490 1.034059 0.175 0.146 -0.009 0.060
H 3.566788 3.897190 0.890415 -0.225 -0.078 -0.032 0.070

---

(4)
44
Properties=species:S:1:pos:R:3:forces:R:3:lowdin_charge:R:1 method="wB97M-V/def2-TZVPD" relative_energy_kcal_mol=103.1 largest_force_ha_per_bohr=0.0342
C 4.885374 0.624675 -1.156251 0.188 0.002 0.063 -0.198
C 4.375498 -0.768155 -1.531761 -0.270 0.194 -0.092 -0.173
C 4.094118 -1.621278 -0.299377 0.027 -0.047 0.124 -0.124
N 3.234939 -0.906632 0.663203 -0.484 -0.187 -0.258 -0.070
C 2.000607 -1.302548 0.910231 0.075 0.089 -0.225 0.001
C 1.099815 -0.654386 1.778167 -0.684 0.250 0.299 -0.070
C -0.258962 -0.854142 1.676968 1.328 -0.372 -0.285 0.014
C -1.243909 -0.194101 2.486110 -1.044 0.749 0.876 -0.203
C -2.603015 -0.163827 2.071793 0.817 -0.048 0.046 -0.013
C -3.561414 0.512335 2.815194 0.076 0.175 0.316 -0.070
C -3.201343 1.163831 4.006549 0.259 -0.325 -0.388 -0.062
C -1.866501 1.141081 4.434154 -0.010 -0.106 -0.135 -0.069
C -0.897754 0.474171 3.690243 -0.229 -0.155 -0.533 -0.008
C 3.793540 0.376987 1.110807 0.354 -0.003 0.245 -0.122
C 4.033921 1.302294 -0.080808 -0.321 -0.072 -0.271 -0.168
H 5.912421 0.531860 -0.782373 -0.045 0.034 -0.044 0.117
H 4.922114 1.256230 -2.048760 0.069 -0.072 0.111 0.114
H 3.458831 -0.683968 -2.127822 0.041 0.006 0.096 0.120
H 5.110774 -1.279815 -2.159472 -0.080 0.006 0.090 0.118
H 3.598241 -2.556803 -0.570379 0.141 0.102 0.128 0.130
H 5.041352 -1.846783 0.207986 -0.209 -0.077 0.002 0.136
H 1.648165 -2.195522 0.373308 0.236 0.365 0.243 0.158
H 1.495609 -0.005712 2.567127 -0.218 -0.224 -0.499 0.106
H -0.633906 -1.491422 0.870176 0.142 0.050 0.317 0.137
H -2.861395 -0.650794 1.128656 -0.049 0.067 0.347 0.118
H -4.595332 0.537318 2.470005 0.285 -0.028 0.123 0.108
H -3.957275 1.680460 4.598959 0.218 -0.138 -0.185 0.107
H -1.577341 1.647543 5.355356 -0.116 -0.153 -0.232 0.107
H 0.143681 0.463454 4.016680 -0.418 -0.028 0.074 0.111
H 3.136652 0.847380 1.845229 0.174 -0.201 -0.167 0.114
H 4.761202 0.158118 1.584928 -0.251 0.014 0.065 0.139
H 4.519536 2.220862 0.264360 -0.065 -0.157 0.025 0.119
H 3.063614 1.596513 -0.501183 0.087 -0.056 0.047 0.122
O 0.577407 -3.223630 3.069178 0.869 0.694 -0.507 -0.118
C -0.360635 -3.947671 3.480300 -1.357 -0.966 0.556 -0.499
C -0.929742 -5.035534 2.700420 -0.046 0.639 0.356 -0.052
C -2.129417 -5.607694 3.080838 0.501 0.490 0.550 -0.220
N -2.768104 -5.285710 4.215968 -0.782 -0.332 0.151 -0.022
C -2.213133 -4.381204 5.036942 0.560 -0.240 -0.643 -0.218
C -1.021426 -3.738529 4.759179 0.034 -0.050 -0.703 -0.048
H -0.446257 -5.320985 1.772967 0.021 0.046 -0.041 0.077
H -2.603301 -6.361278 2.443813 0.076 0.147 0.231 0.086
H -2.750529 -4.160152 5.964435 0.084 -0.129 -0.233 0.087
H -0.609943 -3.006565 5.445394 0.016 0.044 -0.041 0.080

---

In Eh, the Kohn-Sham gap values for the records above are, in order, 0.312 0.313 0.282 0.163.